Computed, not measured: a molecular structure, C76H172F6NiO44S2 at a distorted geometry, with wB97M-V/def2-TZVPD.

As for the spin multiplicity: 3. The largest force on an atom is 3.25 eV/Å. As for the LUMO energy (spin up / spin down): 2.9 / 2.9 eV. Its charge is -2. As for the expectation value of S²: 2.00.

The geometry in XYZ format:
```
301
Properties=species:S:1:pos:R:3:forces:R:3
Ni 1.031240 3.971172 -1.817442 0.041 0.757 0.084
S -0.028921 0.638723 -0.921761 -0.555 0.422 -0.589
S 1.886275 5.272719 1.205296 -2.037 -2.529 -0.133
F 2.195095 3.109597 2.944645 0.651 0.154 -0.920
F 0.163116 3.624658 2.571463 0.076 0.567 -0.717
F -1.312545 -0.890959 0.833523 0.189 0.216 0.079
F -2.636324 0.551306 -0.075105 0.905 0.100 -0.218
F -1.275966 1.196135 1.455879 0.499 -0.194 -0.395
F 1.367909 4.785773 3.879511 0.061 1.460 0.342
O 1.908843 5.587849 -2.382091 -0.896 0.149 -1.167
O 0.340656 3.681982 7.189680 0.763 0.386 0.163
O -5.298840 -3.148436 1.504196 -1.272 0.753 0.878
O -4.878985 -2.067316 6.561523 -1.332 -0.020 -0.500
O -1.763567 -3.499887 4.058220 0.379 -0.679 0.402
O -5.451224 -1.678451 -3.340071 -0.822 -0.058 -1.738
O 8.722923 -2.171326 -4.550101 0.384 1.283 1.345
O -4.697138 3.927784 -8.773602 0.960 -0.060 0.974
O -4.439354 0.028769 4.478639 0.210 0.075 -0.804
O 0.147009 -3.421672 6.636958 -0.948 -0.624 0.786
O -2.509430 -1.343737 -6.722355 -1.333 0.541 1.377
O -3.650952 -6.330795 1.322721 0.257 1.682 0.146
O -6.747085 -0.467512 0.799333 -1.737 -1.069 1.213
O 2.567343 2.491165 -2.244742 1.009 0.626 -1.323
O 0.892091 6.302229 1.351115 0.509 0.347 -0.186
O 1.695069 -7.277784 1.687369 -0.064 0.086 -0.037
O -1.076610 4.785898 -1.995709 0.045 -2.049 -0.539
O 1.302191 1.087109 4.914608 0.340 1.458 2.322
O -4.051284 -4.425045 8.536802 0.057 0.167 -0.191
O 3.722623 -0.023349 -4.398898 0.120 -0.988 0.171
O 11.312142 -0.414374 1.125150 -0.356 0.407 -0.999
O 6.118577 0.570590 1.925742 -0.907 0.684 0.448
O -0.913947 -0.651005 7.547584 0.253 0.227 0.472
O 1.892725 5.510307 -5.983611 -0.537 -0.320 -0.071
O 1.195922 0.244043 -0.217220 -1.308 0.023 -0.885
O 6.976048 -0.494080 -2.990094 -1.216 -0.785 -0.344
O -2.794163 6.622974 5.339016 -0.699 -0.432 -0.369
O 2.584163 -1.304680 3.922498 0.389 -0.667 0.508
O -0.156558 2.092868 -1.114609 0.019 -1.146 -0.279
O 0.377886 3.423635 -3.670173 0.028 0.746 0.660
O 1.842679 -3.790901 1.107407 -0.004 1.188 -0.155
O -1.544786 1.357439 -7.464768 0.672 -0.102 0.036
O -0.499665 -0.216959 -2.063164 1.172 1.601 2.337
O 1.589622 4.286211 0.128038 0.541 0.887 1.234
O -3.704949 4.280046 3.408709 -1.576 0.038 0.308
O 8.592628 -0.829237 1.529277 -1.183 0.142 -0.991
O 3.448824 -2.793902 -1.027286 -0.286 0.375 -0.160
O -0.772699 -5.200155 -1.745056 -0.526 0.923 0.423
O -4.108263 5.284706 0.605800 -0.796 -0.393 0.770
O -3.091011 -3.382001 -2.420795 1.107 -1.041 0.091
O -4.655754 3.969523 -5.693375 -0.919 0.744 0.759
O 3.267139 5.508147 1.454219 0.612 0.543 -0.089
O 0.488211 -2.344355 -6.021146 -1.129 0.428 1.225
O -4.352280 2.362993 -3.396976 0.821 0.414 -0.338
C -1.627135 4.472939 -3.287575 -0.025 1.098 1.136
C -3.264847 4.255284 4.724982 0.851 1.242 0.843
C 10.827596 -1.516038 1.842529 1.409 1.014 1.330
C -1.923748 7.674981 5.027644 -1.010 1.002 -0.146
C -5.543299 -0.096890 0.209540 0.516 -0.215 0.021
C 2.133805 -0.224468 3.197678 -0.570 0.536 -1.178
C -3.717463 -4.874587 1.427414 -1.267 -0.973 -0.193
C -0.941323 -4.264510 -2.800047 0.819 -0.245 0.691
C 0.408614 2.085347 5.457264 0.163 -1.360 -1.238
C 1.223488 2.535878 -4.302407 1.053 -0.316 -0.232
C -5.254478 2.166591 -4.458363 -0.643 -0.295 1.531
C 11.014464 -0.516303 -0.253461 0.860 0.075 -0.531
C 1.265472 -2.919948 0.120461 0.461 0.127 0.369
C 6.009985 -0.431883 -4.087673 0.454 -0.155 1.394
C -1.361824 0.389406 0.393116 -0.962 -0.506 -0.236
C -5.292543 5.735647 1.294524 0.094 0.026 -0.174
C -3.688615 -2.307975 7.190508 1.881 -0.186 2.226
C 9.592460 -3.184759 -4.930634 -0.087 0.420 0.154
C -3.592445 4.009860 1.046727 1.353 1.041 -0.994
C 0.017467 -4.364255 5.617273 0.917 0.363 -0.691
C 4.645962 -0.476931 -3.427745 0.361 1.277 0.860
C -0.458570 -6.472331 -2.172409 1.163 -0.292 -1.029
C -6.593091 -1.134742 2.085640 0.102 0.254 -1.303
C 7.442881 -0.953850 0.650615 0.025 1.376 0.080
C 2.419967 5.987190 -4.848125 0.746 0.821 0.774
C 5.140843 1.611928 2.003288 0.198 1.734 0.122
C 2.031390 -2.927455 -1.189264 0.803 0.586 -0.268
C 0.400282 -1.136637 7.225794 0.193 1.630 0.383
C 2.419652 -0.488908 -4.077254 0.533 0.391 1.014
C 1.501141 -2.311227 -6.990946 -0.994 -0.045 -0.401
C -0.882336 -3.368286 2.955107 -0.764 -0.276 -0.499
C 2.231156 -8.132509 2.638553 0.011 -0.821 0.888
C 2.629327 2.595025 -3.744230 -0.863 -0.992 1.049
C -0.729033 -2.998186 -6.430549 0.644 0.035 0.587
C 2.130865 -5.964072 1.932007 1.023 0.383 0.104
C -0.849133 0.548610 -6.528598 -0.625 -0.353 0.605
C 3.720184 -1.484096 -0.523613 0.134 -0.239 0.475
C -2.818155 4.045057 2.363816 -0.007 0.041 -0.653
C -1.640066 -2.216530 -7.328440 0.852 -0.099 -0.708
C -0.856891 0.483086 8.421885 -0.186 -0.644 0.145
C 1.231597 2.863602 6.440222 0.185 0.041 0.385
C 1.129395 4.633232 7.890007 0.320 0.163 -1.042
C -5.163472 5.062670 -9.440027 -0.213 0.034 -0.628
C -3.825341 -2.375290 -1.810741 -0.043 -0.204 2.399
C 3.820261 -1.801953 3.443614 -0.498 -0.456 -1.315
C -1.345661 -4.523159 4.951111 -0.104 -0.741 -0.210
C -3.584754 4.168737 -7.882208 -0.151 0.426 -0.027
C 3.868227 2.631398 -1.595753 -0.855 -1.432 -0.021
C -3.852574 -3.019477 8.571259 0.042 0.348 -1.480
C 0.955292 0.444795 3.772393 -2.367 0.125 -1.337
C 1.426125 6.254422 -3.622543 1.623 -1.358 1.299
C -5.204643 -4.545881 1.656586 0.939 0.032 -0.749
C 1.491752 -5.114258 0.896760 0.272 0.025 -0.342
C -3.780937 -1.260992 4.460586 0.029 0.642 1.693
C -1.001972 3.288960 -3.920486 0.752 -0.120 -0.903
C 9.431047 -1.929794 1.575320 -0.732 -1.356 0.012
C -1.905055 -0.398459 -5.863452 0.994 1.831 -0.495
C -5.360245 -2.631353 -4.403889 -0.532 0.247 0.495
C -1.506816 6.021495 -1.515735 0.920 0.522 1.444
C -1.673440 -3.069189 -2.359761 -1.936 1.219 -0.056
C 6.721999 0.415707 0.666441 0.646 0.215 -0.089
C 8.308039 -0.195550 -3.280489 0.164 0.714 1.054
C 0.327878 -2.136967 6.136641 0.498 0.307 -0.853
C -6.568871 -2.643029 1.979508 0.796 -0.174 0.616
C -5.377717 -4.809349 8.268073 0.138 0.382 0.333
C 9.171844 -1.453820 -3.365355 -0.729 0.010 -0.873
C -2.199430 5.337073 5.097466 0.017 -0.110 0.624
C -3.693880 0.987208 3.689155 -0.394 -0.374 0.831
C -0.661782 2.229972 -8.165039 -1.196 0.540 -0.391
C -2.298455 -6.697455 1.283824 0.218 -0.137 0.251
C -3.821692 4.742384 -6.473670 1.277 -1.325 -1.365
C -4.883234 2.794364 -2.183292 -1.704 -1.690 0.718
C 1.403190 4.183982 2.692285 -0.373 -1.573 0.367
C -4.760693 -2.248586 5.183196 -0.486 1.037 -1.864
C -4.226746 -1.369066 -2.784727 1.182 2.605 -0.758
C -4.667507 2.557426 -5.742121 -0.022 0.652 -1.396
H -1.722614 7.680081 3.956470 0.648 -0.116 -0.023
H -5.702870 0.079911 -0.861849 -0.099 -0.080 0.431
H -1.058926 7.668591 5.672477 0.758 -0.156 -0.087
H 0.215959 -3.170009 -0.037963 -0.100 -0.148 -0.131
H 7.664717 -1.277372 -0.398300 0.400 0.419 0.694
H -0.219539 -7.094043 -1.309352 -0.372 -0.056 -0.003
H 1.889377 -3.833955 -1.759550 -0.164 -0.254 -0.223
H 1.811912 4.157068 8.591027 0.350 -0.296 -0.035
H 0.022467 0.035879 -6.962838 -0.356 -0.086 -0.269
H -1.498565 5.386031 -3.852924 0.072 0.041 -0.695
H -0.126709 1.704300 -8.956015 0.452 -0.206 0.224
H -3.096333 3.218968 -7.715956 -0.195 -0.412 -0.244
H 0.531611 5.749045 -3.992860 -0.403 0.598 0.151
H 0.286217 -5.316631 6.059568 -0.072 -0.356 0.067
H -2.816966 4.815701 -8.330569 -0.247 0.041 -0.343
H -6.210807 5.093203 1.104736 1.126 0.486 0.192
H -5.567069 1.144118 -4.414012 -0.228 -1.021 -0.415
H -5.713052 -0.680574 2.525446 0.221 -0.344 0.567
H 1.388163 2.844244 -5.337329 -0.419 -0.123 -0.386
H 9.415899 -2.520705 0.632888 -0.229 0.333 0.249
H 0.812559 1.547062 -4.182915 -0.198 -0.559 -0.107
H 3.169175 5.287219 -4.359751 -0.115 0.476 -0.154
H 10.582342 -2.803828 -5.137214 0.468 0.200 -0.428
H -7.441528 -1.006463 2.775002 -0.071 0.900 -0.603
H 0.056909 2.734837 4.642462 -0.030 -0.150 0.308
H -1.353174 2.307316 -3.542716 -0.054 0.466 -0.240
H 3.240852 -5.889147 1.804113 -0.573 -0.137 0.142
H -5.483605 6.752044 0.925630 -0.061 -0.335 -0.190
H -1.817285 5.032116 6.081877 0.395 -0.258 -0.285
H -3.081013 -1.378060 7.329211 -0.576 -0.548 0.091
H -5.183010 0.800319 0.691381 0.346 0.611 0.002
H -0.448290 -3.929395 -6.883920 0.182 -0.678 -0.654
H 4.811314 -1.322565 -0.580920 -0.613 0.075 -0.330
H -4.930995 -3.536898 -3.987633 -0.047 -0.431 -0.275
H 11.462578 -2.347144 1.573204 0.355 -0.789 0.326
H 0.908531 -1.457351 8.142507 -0.049 -0.356 -0.090
H 3.123317 1.696200 -4.141693 0.159 0.948 0.348
H -3.693370 2.135412 -5.968173 0.366 -0.080 0.361
H 1.915875 -5.491942 -0.035175 -0.539 0.048 -0.529
H -2.790425 4.760594 -6.091204 0.101 -0.090 0.266
H -4.110699 5.767605 -6.457582 -0.834 0.717 0.026
H -5.098709 5.852300 2.369272 -0.194 -0.378 -0.222
H -4.394264 3.281377 1.135843 -0.186 -0.284 -0.229
H -4.327058 5.616710 -9.938793 -0.640 -0.293 0.275
H 0.954617 -0.273415 6.831982 0.171 -0.150 0.022
H -3.398670 -1.155827 -3.547091 -1.036 -0.522 0.677
H 9.917597 -0.532720 -0.429072 0.760 0.323 -0.157
H -3.691760 -1.610855 3.428846 0.502 -0.013 0.004
H -1.770218 -6.391774 2.186639 0.055 0.096 0.309
H 1.825943 -0.402775 -4.951539 -0.798 0.266 -0.520
H -2.168445 -4.686767 5.665162 0.431 0.330 0.032
H 2.413342 -1.853471 -6.604271 -0.212 -0.170 0.216
H -4.334158 3.583669 -1.758639 0.795 1.395 0.200
H 5.361515 2.653338 1.607344 0.949 -1.156 0.259
H -2.662241 4.263798 -3.173527 -1.221 -0.048 0.074
H -4.782214 -0.866570 0.353731 0.054 -0.065 -0.223
H -2.786640 -1.081142 5.016913 -1.174 -0.810 -1.129
H 2.022971 3.466569 5.931699 -0.717 -0.305 0.109
H -3.356758 -4.386136 0.498628 -0.145 -0.308 0.314
H 1.647812 -8.101876 3.584448 0.164 -0.131 -0.388
H 0.499980 5.257091 8.492995 -0.556 0.477 0.006
H -1.422873 -0.798055 -4.984374 0.169 -0.721 0.300
H 4.329561 -1.459528 -3.069322 0.399 -0.110 -0.017
H 7.422826 1.279307 0.532998 -0.228 -0.748 -0.275
H 0.551113 1.163208 3.000536 0.581 -0.553 0.577
H -4.751945 -2.300812 -5.257828 0.024 0.230 0.270
H 6.712158 -1.658391 1.017175 -0.113 -0.532 0.482
H -5.515305 -4.883863 2.673439 -0.025 0.130 -0.702
H 3.082160 -0.680617 -0.977048 0.847 -0.687 0.051
H 3.245495 -7.833973 2.892275 0.343 0.014 0.044
H 0.825674 -4.120755 4.856241 -0.883 -0.445 0.347
H -3.245517 -1.912078 -0.931823 -0.740 -0.569 -1.117
H -2.067992 4.821395 2.355784 0.451 0.230 -0.306
H -6.161711 2.756778 -4.277870 0.082 0.150 -0.198
H -0.398915 1.161849 -5.723078 -0.478 -0.156 -0.277
H 1.773899 2.196730 7.135718 -0.175 -0.066 -0.211
H -0.019017 2.792256 -7.480344 0.165 -0.104 -0.170
H -5.584498 -4.889850 7.204538 -0.018 -0.263 -0.187
H 1.629689 -3.352235 -7.253912 0.752 -0.292 -0.675
H -2.596702 6.151922 -1.600694 0.367 0.084 -0.102
H 4.701670 0.221134 -2.512232 -0.314 -0.917 -1.289
H -7.419281 -2.959899 1.344692 0.430 -0.071 0.116
H 1.714676 5.229271 7.130349 -0.475 -0.311 0.932
H 9.120686 -3.611822 -5.781158 0.040 -0.605 -0.929
H -4.130823 4.533753 5.344146 0.070 -0.208 -0.201
H -1.271536 -6.854048 -2.796564 -0.022 -0.459 0.136
H 1.316866 7.314116 -3.293372 -0.256 -0.417 -0.765
H -1.348134 5.483017 4.398937 -0.519 -0.545 0.190
H 11.015374 -1.191999 2.896966 -0.380 -0.654 -0.642
H -1.588061 -2.678449 -1.320721 1.115 -0.309 -0.804
H -1.765737 -6.257020 0.449811 0.044 0.198 -0.454
H -0.098137 -2.671401 3.146651 0.567 0.807 0.096
H 0.412415 -5.190428 0.950739 -0.407 -0.446 -0.368
H 2.903698 0.524112 3.071214 0.413 0.177 -0.126
H -0.510402 -1.785211 5.519440 -0.005 -0.346 -0.206
H -5.580520 -5.711505 8.828703 0.041 -0.557 -0.258
H 8.294582 0.428981 -4.176914 0.679 -0.221 -0.257
H -0.462059 1.550400 5.898172 0.356 0.518 0.010
H 2.468162 -1.504093 -3.760935 0.049 -1.261 -0.196
H 4.120921 -2.485062 4.234950 0.484 -0.171 -0.314
H -3.155134 -4.495271 2.280703 0.215 -0.213 0.065
H -1.147566 3.436070 -5.023095 -0.116 -0.599 0.651
H -4.620406 -3.315314 4.923782 0.564 0.350 0.101
H -6.757600 -2.989215 3.042218 0.250 -0.117 -1.037
H -4.660634 -2.532941 9.086378 -0.578 0.222 0.536
H -1.461138 -2.280759 -3.126202 -0.036 -0.196 0.896
H -1.250980 -5.500499 4.415747 -0.134 0.477 -0.093
H -6.046779 -4.069218 8.676783 -0.495 0.467 0.073
H -1.195395 6.011569 -0.450475 -0.514 0.167 -0.420
H 9.157422 -2.646858 2.393434 -0.036 0.349 -0.517
H -4.154056 2.006712 3.765195 0.060 -1.231 -0.368
H -1.324697 -3.291969 -5.569522 0.312 0.238 0.591
H 4.706161 2.371714 -2.232327 -0.038 0.317 -0.649
H -2.943511 -2.891797 9.116408 0.689 0.257 0.362
H 11.485698 -1.413301 -0.720464 -0.425 -0.017 0.436
H -0.397510 -4.302015 2.672828 -0.092 -0.343 0.196
H -2.936333 3.253533 5.077010 0.180 0.421 -0.396
H -5.324788 2.231830 -6.562580 0.019 -0.046 0.060
H 3.016090 6.967130 -4.992068 -0.340 -0.578 0.074
H -1.324134 2.939249 -8.699936 0.502 -0.227 0.343
H 1.294549 -1.899278 0.495187 0.036 -0.150 0.352
H -3.528541 0.610859 2.666431 -0.399 0.343 0.063
H 11.572601 0.301995 -0.754554 -0.892 -0.084 0.305
H -2.235459 -7.768729 1.221057 -0.029 -0.538 -0.114
H -4.362769 -0.404698 -2.291946 0.043 0.068 0.014
H -4.808746 1.979914 -1.419706 -0.224 0.388 -0.558
H 4.846641 1.802851 3.037200 0.412 -0.429 0.111
H 4.216791 1.455965 1.489963 -0.681 -1.103 -0.655
H 1.241755 -2.177852 5.496610 -0.478 0.573 0.453
H -0.362221 1.341241 7.941452 -0.099 -0.258 0.285
H -0.350301 0.223264 9.380914 -0.099 0.159 -0.554
H -2.422870 8.649480 5.218755 -0.068 -0.669 0.075
H 2.284195 -9.165190 2.261440 -0.289 0.349 0.031
H -5.968048 3.078316 -2.272200 0.914 -0.113 0.078
H -5.715342 -1.963517 4.677401 0.320 -0.229 0.844
H 8.675728 0.467542 -2.432229 -0.187 -0.785 -0.844
H 4.542768 -0.987471 3.274599 -0.049 -0.218 0.290
H 9.710765 -3.931241 -4.175848 -0.048 -0.769 0.783
H -4.776506 -2.795409 -1.395363 0.786 0.071 -0.116
H -1.896329 0.744724 8.668837 0.308 -0.007 -0.192
H -3.039635 -2.958992 6.627691 0.279 -0.379 -0.558
H -2.201207 -2.913201 -7.955464 -0.192 0.156 0.100
H -5.891731 4.686110 -10.190290 0.540 0.369 0.246
H -0.869712 6.787477 -1.966872 -0.542 0.343 -0.308
H -1.030579 -1.599496 -7.949791 0.757 0.147 -1.163
H 0.111863 -0.287502 3.903844 0.468 0.268 0.207
H 0.047421 -3.943323 -3.135324 0.115 -0.181 -0.386
H -1.550966 -4.634588 -3.625304 0.211 -0.565 -0.182
H -2.657902 0.306978 -5.483253 -0.224 -0.531 -0.292
H 3.052191 3.506640 -4.101545 0.645 0.768 0.365
H 6.120209 0.545587 -4.525765 -0.008 0.424 -0.556
H 1.146745 -1.720211 -7.849731 0.387 -0.222 -0.136
H 1.767102 -2.023848 -1.767016 -0.794 -0.589 0.021
H -2.710095 1.049322 4.136599 0.616 0.205 0.106
H 10.242862 -1.166117 -3.409347 -0.340 -0.245 -0.255
H 0.471966 -6.461918 -2.803234 -0.533 -0.032 0.272
H 1.742931 -0.508262 2.226196 0.445 -0.412 -0.752
H -1.500963 -3.069008 2.106155 0.256 0.285 0.036
H 1.920336 -5.587204 2.939782 -0.291 -0.281 0.159
H 6.101206 -1.215398 -4.849862 0.407 0.037 0.298
H 4.003619 3.576204 -1.127056 -0.103 1.013 0.051
H 3.701598 -2.336506 2.418792 0.071 0.553 1.693
H 3.902529 1.862715 -0.820588 -0.292 0.030 0.195
H -2.337607 3.079940 2.478573 0.338 -0.295 0.057
H -5.719844 5.728010 -8.773655 0.149 0.214 0.065
H 3.460241 -1.504470 0.528465 0.030 0.373 0.399
H 9.015549 -2.102091 -2.478229 0.038 0.355 -0.285
H -2.844808 3.777438 0.211028 -1.028 -0.207 1.191
H -5.778428 -4.995742 0.829508 -0.131 -0.383 0.573
H -6.394687 -2.776860 -4.734053 0.268 -0.204 -0.017
H 2.006970 0.000232 -3.180239 -0.057 0.423 -0.474
H 5.960935 0.444590 -0.122322 0.133 -0.050 -0.116
```
Positions in Å, forces in eV/Å.